(1)
Computed, not measured: a molecular structure, C26H25N3O4PSe2Ta in a non-equilibrium geometry, with ωB97M-V/def2-TZVPD.

Each line ends with the Mulliken charge.
Geometry (Å):
Ta -0.330 -0.735 -1.131  0.978
Se -0.600 -0.037 1.113  -0.156
Se -1.669 0.774 -2.505  -0.041
P -0.490 2.463 1.322  -0.224
O 2.161 -4.937 0.524  -0.506
O 4.323 -5.232 0.917  -0.481
O 1.597 -0.861 -1.579  -0.521
O 0.780 -2.619 -0.595  -0.519
N 4.541 -1.084 1.202  -0.033
N -1.772 -2.448 -1.624  0.165
N 3.551 -0.751 0.392  -0.310
C 3.105 3.202 3.112  -0.870
C 2.648 3.507 4.399  -0.417
C 0.849 2.705 2.438  1.206
C -5.374 -0.168 0.180  -0.690
C 1.303 3.399 4.714  -0.735
C -0.235 3.894 -2.421  -0.730
C -3.062 -1.978 -2.226  -1.356
C -0.584 3.647 -1.092  -0.551
C 0.831 3.221 -3.000  -0.707
C 3.412 -4.488 0.737  0.489
C 2.216 2.809 2.133  -0.225
C -2.064 -3.261 -0.406  -0.746
C 1.787 -1.864 -0.714  1.429
C -4.826 -1.174 -0.602  -0.463
C 1.564 2.306 -2.247  -0.885
C -3.164 0.352 -1.374  0.365
C 0.406 2.988 3.740  -0.554
C -3.706 -0.924 -1.390  0.691
C 4.635 -2.414 1.441  -0.797
C 2.969 -1.917 0.121  -0.274
C -1.089 -3.290 -2.654  -0.963
C 1.229 2.073 -0.916  -0.430
C -4.803 1.103 0.188  -0.743
C 0.147 2.743 -0.337  0.955
C -3.688 1.370 -0.588  -0.678
C 3.611 -3.008 0.764  0.566
H 2.408 1.789 -2.687  0.497
H -6.251 -0.372 0.781  0.434
H 0.952 3.644 5.708  0.425
H -2.682 -4.116 -0.690  0.481
H -2.600 -2.655 0.319  0.372
H -1.777 -4.068 -2.991  0.434
H 1.099 3.414 -4.031  0.443
H -5.233 1.890 0.796  0.451
H -3.243 2.358 -0.593  0.548
H -1.140 -3.623 0.029  0.051
H 5.408 -2.854 2.054  0.518
H 3.351 3.845 5.151  0.412
H 2.582 2.612 1.135  0.378
H -0.209 -3.763 -2.243  0.258
H 1.845 1.408 -0.324  0.823
H -5.276 -2.161 -0.609  0.463
H -0.811 4.602 -3.004  0.446
H 1.530 -4.208 0.448  0.316
H -0.821 -2.673 -3.514  0.394
H -0.649 2.900 3.983  0.374
H -1.434 4.163 -0.656  0.524
H -3.715 -2.845 -2.343  0.642
H 4.158 3.297 2.878  0.447
H 5.134 -0.359 1.577  0.205
H -2.835 -1.590 -3.214  0.425

Calculated values
2S+1 = 1
energy = -6671.7682 a.u.
frontier orbital gap = 6.40 eV
charge = +2
ΔE to the lowest compared entry with this formula, charge and spin = 25.8 kcal per mole


(2)
Computed, not measured: a single C26H25N3O4S molecule in a non-equilibrium geometry, with ωB97M-V/def2-TZVPD.

Each line ends with the Mulliken charge.
Geometry (Å):
S -1.122 -0.347 5.327  1.257
O -2.047 -0.785 6.338  -0.708
O 0.368 -0.049 0.274  -0.605
O -1.509 -0.276 -0.947  -0.181
O 0.248 -0.747 5.437  -0.721
N -1.169 1.304 5.131  0.291
N 2.355 -0.363 -5.534  -0.513
N 4.351 -1.114 -3.731  -0.601
C -1.098 -0.500 2.593  -0.570
C -1.666 1.007 -2.929  -0.718
C -1.160 1.409 -4.153  -0.702
C 0.833 0.114 -3.769  0.505
C -1.592 -0.859 1.338  0.176
C 3.185 -0.699 -3.330  -0.536
C 5.027 -1.275 -7.808  -0.467
C -0.920 0.147 -2.133  0.023
C -3.402 -2.002 2.421  -1.012
C -1.765 -0.873 3.737  -0.116
C -2.953 2.442 3.888  -0.957
C 2.150 -0.334 -4.235  0.536
C 6.024 -1.683 -6.904  -0.443
C 3.814 -0.831 -7.362  -0.603
C 0.116 2.149 7.080  -1.047
C 0.321 -0.309 -2.545  0.006
C 5.806 -1.641 -5.555  -0.506
C -2.923 -1.622 3.661  -0.596
C -3.328 -2.095 -0.062  -1.376
C 4.569 -1.184 -5.063  0.371
C -2.759 -1.634 1.242  1.002
C 3.556 -0.780 -5.977  0.443
C 0.081 0.969 -4.572  -0.695
C -0.789 -0.371 0.183  0.534
C -2.481 1.902 5.237  -0.749
C -0.012 2.059 5.562  -0.644
H -3.165 1.128 5.594  0.416
H -3.012 1.640 3.157  0.124
H 3.047 -0.618 -2.260  0.587
H 5.231 -1.319 -8.868  0.383
H 3.035 -0.517 -8.040  0.451
H -0.071 3.055 5.113  0.395
H -2.470 2.709 5.975  0.394
H -4.299 -2.601 2.361  0.352
H -3.936 2.895 3.994  0.427
H -3.771 -1.258 -0.600  0.269
H 0.871 -0.998 -1.926  0.466
H 0.178 1.145 7.492  0.308
H -4.097 -2.845 0.106  0.421
H 0.857 1.538 5.157  0.368
H -2.556 -2.520 -0.699  0.292
H 0.488 1.276 -5.522  0.485
H -0.188 0.076 2.661  0.564
H -1.739 2.073 -4.777  0.395
H 6.971 -2.033 -7.289  0.382
H 6.557 -1.946 -4.843  0.448
H -3.424 -1.900 4.575  0.577
H -2.260 3.194 3.520  0.269
H -2.631 1.343 -2.582  0.466
H -0.743 2.653 7.518  0.283
H 1.015 2.699 7.346  0.401

Calculated values
structure (SMILES) = CCN(CC)S(=O)(=O)c1ccc(C)c(C(=O)Oc2cccc(-c3cnc4ccccc4n3)c2)c1
2S+1 = 1
energy = -1869.2040 a.u.
frontier orbital gap = 8.44 eV
charge = 0
ΔE to the lowest compared entry with this formula, charge and spin = 36.6 kcal per mole


(3)
Computed, not measured: 2 unconnected molecules or ions with the total composition C26H26BCl3NO3 in a non-equilibrium geometry, with ωB97M-V/def2-TZVPD.

Each line ends with the Mulliken charge.
Geometry (Å):
Cl -3.366 0.576 4.769  -0.328
Cl -4.490 -0.827 2.318  -0.346
Cl -4.439 2.257 2.453  -0.360
O -2.267 0.726 2.230  -0.113
O -2.484 -0.491 -0.323  -0.029
O -0.890 -2.111 -0.698  -0.725
N 0.980 -0.213 -0.320  -0.089
C 4.326 -0.620 -1.637  -0.328
C 0.344 -0.547 4.344  -0.453
C 1.905 1.175 -2.077  0.751
C -1.249 0.015 2.576  -1.079
C -1.219 -0.979 -0.345  0.090
C 1.166 -0.185 5.409  -0.558
C -3.396 -0.874 -1.434  1.534
C 5.021 -2.916 -1.303  -0.413
C -0.223 0.041 0.061  -0.446
C 1.207 2.338 -1.708  -0.368
C 1.944 0.025 -1.157  -0.125
C 3.023 -0.963 -1.222  0.553
C -0.377 1.776 4.123  -0.179
C -3.801 -2.316 -1.249  -1.485
C -2.730 -0.669 -2.784  -1.676
C 1.770 3.364 -3.833  -0.411
C 2.734 -2.277 -0.830  -0.464
C -4.588 0.051 -1.281  -1.574
C 5.318 -1.598 -1.681  -0.725
C 2.391 2.179 -4.249  -0.723
C 2.464 1.093 -3.378  -0.297
C 0.467 2.126 5.175  -0.586
C -0.400 0.434 3.657  0.953
C 1.193 3.442 -2.561  -0.680
C 1.242 1.156 5.828  -0.354
C 3.731 -3.249 -0.867  -0.605
B -3.571 0.704 2.903  0.527
H -0.575 0.987 0.491  0.659
H 0.716 2.376 -0.733  0.281
H 6.329 -1.333 -1.997  0.359
H 2.929 0.156 -3.697  0.514
H 0.519 3.167 5.504  0.347
H 0.722 4.365 -2.230  0.393
H 1.715 -2.515 -0.531  0.424
H 2.822 2.094 -5.248  0.375
H -4.280 1.097 -1.390  0.361
H -5.347 -0.166 -2.040  0.414
H -4.277 -2.428 -0.267  0.248
H 1.729 4.216 -4.506  0.362
H -1.061 2.497 3.672  0.376
H -2.348 0.355 -2.897  0.317
H -1.207 -1.028 2.226  0.483
H -4.506 -2.621 -2.034  0.436
H -2.903 -2.941 -1.297  0.330
H -5.025 -0.063 -0.284  0.247
H 4.555 0.410 -1.914  0.528
H -1.904 -1.379 -2.919  0.378
H 0.217 -1.584 4.023  0.374
H 3.497 -4.259 -0.545  0.393
H 1.746 -0.950 5.932  0.353
H 1.864 1.428 6.689  0.350
H 5.801 -3.678 -1.334  0.353
H -3.461 -0.848 -3.582  0.453

Calculated values
2S+1 = 1
energy = -2692.4050 a.u.
frontier orbital gap = 4.47 eV
charge = -1
ΔE to the lowest compared entry with this formula, charge and spin = 11.3 kcal per mole


(4)
Computed, not measured: a molecular structure, C26H26Br4FN3O6OsS, with ωB97M-V/def2-TZVPD.

Each line ends with the Mulliken charge.
Geometry (Å):
Os 0.808 0.284 -0.125  2.231
Br -2.760 5.968 1.240  -0.106
Br -3.175 0.493 2.884  -0.052
Br -4.202 3.677 3.083  -0.091
Br -0.260 5.108 -0.812  -0.077
S 1.100 -0.185 2.804  0.659
F 4.758 2.190 -5.289  -0.329
O 1.356 -1.578 0.447  -0.752
O -0.950 0.314 0.808  -0.885
O 2.354 0.340 -1.453  -1.502
O 0.221 2.092 -0.572  -0.673
O 1.453 0.849 1.619  -0.721
O 2.537 -3.447 0.480  -0.688
N 6.483 0.161 -6.293  0.212
N 8.749 0.196 -7.556  -0.132
N 4.736 -2.705 -2.793  0.171
C 3.936 -2.878 -1.743  -0.107
C 7.870 1.365 -7.892  -0.819
C -0.703 2.527 0.229  0.841
C -2.419 1.875 1.872  -0.281
C 2.282 -2.374 -0.025  0.419
C -1.148 3.873 0.277  -0.410
C 3.407 0.142 4.083  -0.629
C -2.176 4.196 1.122  0.296
C 6.528 -0.854 -7.336  -0.706
C 5.601 -3.824 -3.214  -0.985
C 1.102 0.952 4.221  -0.589
C 7.991 -1.107 -7.701  -0.733
C 3.990 0.801 -3.595  -0.667
C 3.074 -0.651 -1.821  1.930
C 3.959 -0.442 -2.951  0.831
C 3.092 -1.922 -1.220  -0.548
C -2.814 3.185 1.934  0.232
C 7.014 -3.698 -2.670  -1.011
C -1.348 1.525 1.011  0.656
C 2.697 -0.898 3.228  -0.507
C 4.792 0.993 -4.677  0.305
C 2.345 0.639 5.060  -0.669
C 5.630 -0.021 -5.186  -1.372
C 5.613 -1.241 -4.531  -0.554
C 4.775 -1.472 -3.433  -0.157
C 6.790 1.495 -6.814  -0.678
H 0.156 0.841 4.748  0.450
H 7.153 2.117 -5.996  0.513
H 5.578 -3.879 -4.302  0.440
H 3.948 -3.852 -1.269  0.564
H 8.464 -1.820 -7.029  0.426
H 2.462 -1.808 3.786  0.499
H 7.615 -4.540 -3.009  0.378
H 6.080 -1.783 -6.997  0.486
H 3.183 -1.183 2.296  0.187
H 8.481 2.262 -7.953  0.408
H 9.063 0.289 -6.588  0.383
H 5.934 2.002 -7.264  0.398
H 1.142 1.939 3.760  0.288
H 7.496 -2.776 -2.995  0.326
H 7.006 -3.707 -1.581  0.351
H 6.287 -2.016 -4.864  0.701
H 4.268 -0.293 4.591  0.429
H 2.116 -0.139 5.790  0.324
H 5.129 -4.733 -2.849  0.477
H 2.662 1.523 5.611  0.339
H 3.761 0.960 3.454  0.248
H 5.957 -0.535 -8.215  0.327
H 3.356 1.605 -3.245  0.600
H 9.582 0.188 -8.145  0.351
H 8.110 -1.449 -8.728  0.380
H 7.458 1.160 -8.878  0.372

Calculated values
2S+1 = 1
energy = -12506.3205 a.u.
frontier orbital gap (spin up / spin down) = 5.99 / 5.86 eV
charge = +2
ΔE to the lowest compared entry with this formula, charge and spin = 0.0 kcal per mole